[1]
59
Properties=species:S:1:pos:R:3:lowdin_charge:R:1 method="wB97M-V/def2-TZVPD" charge=0 e_tot_ev=-334674.5756
C 0.248 2.798 0.050 0.056
C -0.633 1.875 -0.310 -0.061
C -1.454 0.481 -0.255 -0.106
C -2.928 0.489 0.344 0.009
C -3.648 -0.936 0.406 -0.080
C -2.938 -2.284 -0.093 -0.202
C -1.494 -2.245 -0.707 -0.022
C -0.751 -0.831 -0.769 0.006
C 0.746 -0.843 -1.389 -0.254
O 1.258 0.098 -2.075 0.029
C 1.603 -2.191 -1.134 0.069
C 0.923 -3.477 -1.078 -0.083
C 1.840 -4.787 -0.818 -0.190
C 2.772 -5.185 -2.078 -0.282
C 4.184 -4.410 -2.149 -0.635
I 5.388 -4.550 -0.323 0.712
C -0.695 -3.539 -1.279 -0.204
O -1.282 -4.511 -1.875 0.030
H 1.045 3.573 0.419 -0.132
H -3.434 1.462 0.707 0.108
H -4.706 -0.930 0.859 0.095
H -3.514 -3.287 0.009 0.061
H 2.743 -2.088 -1.028 0.112
H 2.410 -4.730 0.193 0.084
H 1.087 -5.669 -0.683 0.120
H 2.163 -4.898 -3.032 0.131
H 2.985 -6.331 -2.054 0.119
H 4.070 -3.302 -2.466 0.054
H 4.817 -4.925 -2.984 0.061
C -3.346 -3.477 3.852 -1.958
Cl -3.621 -1.938 4.700 0.523
Cl -4.725 -4.564 4.136 0.483
Cl -3.180 -3.169 2.105 0.654
Cl -1.858 -4.234 4.466 0.519
C 7.227 -0.759 0.084 -2.030
Cl 7.854 0.886 0.329 0.514
Cl 7.247 -1.148 -1.651 0.496
Cl 8.248 -1.919 0.963 0.496
Cl 5.560 -0.855 0.693 0.470
C -6.089 -8.098 5.478 -2.020
Cl -6.949 -9.081 6.684 0.517
Cl -4.442 -7.759 6.055 0.507
Cl -6.008 -8.984 3.939 0.516
Cl -6.959 -6.566 5.234 0.488
C 2.499 6.363 0.023 -1.943
Cl 2.386 4.750 0.767 0.622
Cl 4.156 6.631 -0.559 0.544
Cl 1.366 6.465 -1.342 0.535
Cl 2.086 7.601 1.230 0.485
C -2.075 9.224 0.747 -2.003
Cl -3.275 8.353 1.729 0.516
Cl -2.133 10.958 1.139 0.516
Cl -0.450 8.591 1.095 0.451
Cl -2.441 8.993 -0.977 0.501
C -0.801 9.845 -5.059 -2.026
Cl 0.026 9.187 -3.630 0.484
Cl 0.407 10.355 -6.260 0.515
Cl -1.848 8.594 -5.767 0.515
Cl -1.789 11.243 -4.581 0.512



[2]
42
Properties=species:S:1:pos:R:3:lowdin_charge:R:1 method="wB97M-V/def2-TZVPD" charge=+2 e_tot_ev=-108352.5829
Rh -0.422 -1.002 -1.105 0.862
C -4.418 -2.638 -1.601 0.007
C -4.769 -2.833 -0.278 0.016
C -3.862 -2.503 0.726 0.040
C -2.636 -1.982 0.373 -0.175
N -2.305 -1.778 -0.934 -0.083
C -3.176 -2.098 -1.891 -0.076
C -1.568 -1.643 1.352 -0.145
C -1.610 -1.763 2.730 0.052
C -0.474 -1.439 3.460 0.029
C 0.691 -1.014 2.828 0.052
C 0.693 -0.904 1.451 -0.149
N -0.429 -1.214 0.781 -0.016
C 1.825 -0.522 0.567 -0.174
C 3.091 -0.217 1.016 0.039
C 4.089 0.056 0.083 0.014
C 3.790 0.002 -1.266 0.008
C 2.493 -0.294 -1.654 -0.078
N 1.532 -0.540 -0.764 -0.044
H -5.091 -2.889 -2.408 0.133
H -5.737 -3.240 -0.019 0.136
H -4.118 -2.659 1.764 0.129
H -2.870 -1.906 -2.911 0.132
H -2.503 -2.104 3.234 0.132
H -0.492 -1.527 4.538 0.139
H 1.571 -0.781 3.410 0.132
H 3.311 -0.198 2.073 0.130
H 5.089 0.296 0.417 0.136
H 4.538 0.191 -2.022 0.134
H 2.207 -0.321 -2.697 0.131
F 2.843 5.234 -0.516 0.191
C 1.941 4.303 -0.719 -0.109
C 0.996 4.035 0.263 -0.132
F 1.014 4.714 1.395 0.167
C 0.057 3.044 0.047 -0.250
F -0.822 2.780 1.004 0.104
C 0.036 2.315 -1.144 -0.470
Se -1.325 1.063 -1.456 0.993
C 0.997 2.609 -2.114 -0.261
F 1.012 1.937 -3.264 0.092
C 1.948 3.587 -1.913 -0.134
F 2.862 3.844 -2.833 0.164



[3]
81
Properties=species:S:1:pos:R:3:lowdin_charge:R:1 method="wB97M-V/def2-TZVPD" e_above_lowest_ev=12.242 charge=0 e_tot_ev=-589919.4843
O 4.633 0.692 -3.687 -0.384
S 3.306 1.302 -4.286 0.836
O 3.271 0.828 -5.789 -0.378
C 1.826 0.535 -3.449 -0.188
C 1.055 1.456 -2.349 -0.274
C -0.544 1.561 -2.833 -0.108
C -1.581 0.422 -2.259 -0.019
C -3.185 0.442 -2.639 -0.042
C -3.729 1.662 -3.627 -0.141
C -2.714 2.804 -4.231 -0.088
C -1.126 2.725 -3.835 -0.013
C 1.679 2.933 -2.060 -0.133
C 3.162 3.229 -2.678 -0.222
O 3.237 3.000 -4.160 -0.270
H 1.046 0.249 -4.298 0.137
H 2.137 -0.491 -2.925 0.088
H 1.057 0.839 -1.327 0.107
H -1.144 -0.397 -1.539 -0.018
H -3.945 -0.363 -2.190 0.079
H -4.886 1.731 -3.897 -0.035
H -3.155 3.644 -4.923 -0.062
H -0.362 3.535 -4.265 0.095
H 1.768 3.049 -0.875 0.139
H 0.985 3.843 -2.397 0.124
H 3.363 4.398 -2.553 0.074
H 4.007 2.677 -2.087 0.130
C -7.786 2.904 -1.998 -1.963
Cl -7.905 2.746 -0.227 0.486
Cl -9.125 2.014 -2.766 0.528
Cl -7.882 4.626 -2.448 0.507
Cl -6.231 2.232 -2.551 0.603
C 0.875 -1.934 0.663 -1.953
Cl 1.233 -3.385 1.634 0.477
Cl -0.674 -2.157 -0.189 0.530
Cl 0.766 -0.515 1.734 0.535
Cl 2.177 -1.681 -0.527 0.566
C -5.125 6.274 0.613 -1.991
Cl -6.257 4.963 0.196 0.449
Cl -4.914 6.337 2.381 0.512
Cl -3.550 5.968 -0.162 0.510
Cl -5.778 7.828 0.037 0.511
C -0.625 -5.492 4.528 -1.971
Cl -1.757 -6.803 4.111 0.505
Cl -0.414 -5.429 6.296 0.506
Cl 0.950 -5.798 3.753 0.435
Cl -1.278 -3.938 3.952 0.501
C 3.275 -6.973 0.680 -1.995
Cl 4.188 -6.232 -0.660 0.527
Cl 3.608 -6.084 2.188 0.480
Cl 1.531 -6.902 0.321 0.499
Cl 3.774 -8.672 0.870 0.519
C 1.775 -9.108 6.145 -1.980
Cl 2.070 -10.766 6.727 0.508
Cl 0.062 -8.687 6.392 0.487
Cl 2.803 -7.969 7.051 0.495
Cl 2.167 -9.009 4.409 0.495
C 6.275 6.321 -1.227 -1.975
Cl 7.188 7.061 -2.566 0.534
Cl 6.608 7.210 0.281 0.498
Cl 4.531 6.391 -1.585 0.493
Cl 6.774 4.621 -1.037 0.535
C -2.125 6.621 -6.942 -1.982
Cl -0.367 6.900 -6.856 0.517
Cl -2.555 5.227 -5.919 0.587
Cl -2.985 8.070 -6.363 0.516
Cl -2.592 6.287 -8.628 0.521
C 2.075 -9.820 10.740 -2.004
Cl 1.920 -9.818 12.515 0.514
Cl 3.800 -9.836 10.295 0.506
Cl 1.277 -11.268 10.076 0.496
Cl 1.304 -8.358 10.075 0.492
C -3.925 -4.707 0.316 -1.998
Cl -4.633 -4.827 1.947 0.512
Cl -2.198 -5.142 0.386 0.479
Cl -4.774 -5.822 -0.784 0.523
Cl -4.093 -3.038 -0.284 0.497
C 3.275 6.653 2.712 -1.986
Cl 2.580 8.285 2.884 0.518
Cl 3.821 6.414 1.033 0.432
Cl 4.662 6.479 3.818 0.514
Cl 2.039 5.435 3.114 0.508



[4]
45
Properties=species:S:1:pos:R:3:lowdin_charge:R:1 method="wB97M-V/def2-TZVPD" e_above_lowest_ev=0.338 charge=-1 e_tot_ev=-87862.0775 multiplicity=2 s_squared=0.77
Ru -0.172 -0.487 -0.520 1.457
C -4.314 -1.559 -0.006 -0.080
O -4.964 -0.342 -0.302 -0.080
C -4.263 0.737 -0.758 -0.198
C -5.067 1.831 -1.119 -0.013
C -4.501 2.974 -1.652 -0.120
C -3.132 3.083 -1.781 -0.069
C -2.265 2.045 -1.362 -0.155
C -0.885 2.263 -1.399 -0.033
N 0.076 1.387 -1.019 -0.191
N 1.329 1.803 -1.086 0.043
C 2.215 0.840 -0.878 -0.424
O 1.835 -0.395 -0.671 -0.173
C 3.627 1.135 -0.946 -0.149
C 4.534 0.068 -1.019 -0.018
C 5.888 0.304 -1.089 -0.090
C 6.370 1.607 -1.072 -0.097
C 5.478 2.673 -0.998 -0.095
C 4.120 2.447 -0.945 -0.029
C -2.857 0.804 -0.887 -0.245
O -2.132 -0.230 -0.577 -0.217
H -5.119 -2.241 0.270 0.089
H -3.615 -1.457 0.830 0.096
H -3.776 -1.952 -0.873 0.096
H -6.133 1.738 -0.981 0.111
H -5.135 3.791 -1.964 0.092
H -2.690 3.977 -2.197 0.099
H -0.519 3.226 -1.743 0.122
H 4.137 -0.935 -1.030 0.114
H 6.574 -0.528 -1.164 0.099
H 7.435 1.788 -1.117 0.093
H 5.859 3.686 -0.988 0.096
H 3.415 3.261 -0.890 0.104
Cl -0.081 -6.058 3.515 0.626
C -0.088 -4.412 3.017 -0.743
C -0.066 -3.396 3.975 -0.739
Cl -0.036 -3.805 5.643 0.637
C -0.081 -2.068 3.582 -0.629
Cl -0.080 -0.824 4.774 0.671
C -0.108 -1.683 2.222 -0.412
O -0.109 -0.470 1.853 -0.091
C -0.153 -2.751 1.220 -0.397
O -0.231 -2.454 -0.021 -0.209
C -0.129 -4.086 1.670 -0.625
Cl -0.194 -5.334 0.482 0.674